[1]
Density functional theory data (ωB97M-V/def2-TZVPD) for a structure of composition C41H46BrN3O4PdSi.

CARTESIAN COORDINATES (ANGSTROEM)
Pd: 11.62518 12.83777 12.59055
Br: 16.77912 11.32842 5.63708
Si: 13.49515 12.08328 15.04340
O: 11.52214 10.13183 11.83993
O: 14.98872 11.79038 11.36313
O: 10.69719 13.82810 11.20869
O: 13.16387 12.16937 9.48288
N: 12.16044 11.68088 14.05835
N: 17.56336 11.43435 12.15468
N: 19.05353 11.22424 10.49157
C: 9.01913 15.44242 11.24800
C: 15.37120 11.74689 10.04285
C: 13.01175 12.52460 16.79452
C: 16.18095 11.48090 7.42305
C: 12.80982 15.98800 10.49249
C: 11.31424 16.15853 10.74259
C: 16.69945 11.47707 9.77409
C: 8.61536 16.74003 11.30228
C: 11.51331 10.45577 14.23597
C: 14.44891 11.90187 9.02301
C: 7.96726 14.34123 11.19122
C: 8.05795 13.14479 12.13142
C: 7.88220 13.73357 9.74659
C: 10.17867 8.69262 8.80375
C: 14.34944 13.59141 14.35540
C: 14.84094 11.77865 7.69604
C: 10.37392 15.14712 11.06609
C: 18.84108 11.35570 12.74603
C: 20.61720 11.29198 14.31833
C: 11.33156 9.93508 15.52304
C: 17.77937 11.32466 10.79250
C: 12.09194 11.94658 8.56757
C: 10.24840 9.29657 10.03215
C: 9.54175 17.75715 11.10927
C: 17.08755 11.28224 8.44298
C: 21.55455 11.18674 13.23235
C: 21.10836 11.20379 11.94000
C: 11.35199 8.30084 8.19574
C: 11.47412 9.38625 10.70939
C: 13.17093 15.38709 9.12901
C: 13.53650 15.18598 11.49810
C: 10.71376 8.70791 15.70521
C: 12.64818 8.94991 10.10870
C: 19.74190 11.28550 11.67447
C: 10.85862 17.45751 10.80413
C: 10.75057 8.36102 13.30673
C: 10.46418 7.89705 14.56721
C: 14.47487 10.49437 14.94664
C: 12.59406 8.38494 8.82357
C: 19.28539 11.43148 14.07990
C: 11.20284 9.63789 13.13040
H: 9.31059 9.66652 10.53942
H: 14.60465 15.37109 11.31942
H: 11.97998 10.90761 8.26733
H: 15.30481 10.42030 15.66506
H: 7.55615 17.02208 11.44692
H: 11.35023 7.89673 7.20887
H: 12.22298 12.53558 7.61476
H: 9.17485 18.77947 11.13880
H: 13.23820 17.03141 10.55136
H: 13.62028 9.12074 10.57391
H: 13.48610 7.97304 8.36484
H: 7.05492 13.05525 9.69347
H: 13.01680 16.14173 8.32808
H: 15.12069 13.95877 15.03358
H: 10.51444 7.70518 12.46422
H: 14.89130 10.33309 13.97097
H: 13.34210 14.12608 11.36421
H: 12.59761 14.50440 8.88322
H: 13.82354 9.66888 15.14811
H: 11.55850 18.26119 10.61039
H: 11.17494 12.26377 9.06880
H: 14.83102 13.48330 13.38230
H: 14.21788 15.17266 9.11496
H: 10.53619 8.25668 16.65541
H: 7.03465 14.90802 11.37883
H: 13.76188 13.21572 17.18544
H: 8.45683 13.45370 13.10272
H: 9.27176 8.61870 8.24613
H: 21.84094 11.16466 11.11854
H: 12.01138 12.98806 16.86856
H: 18.57259 11.43443 14.92090
H: 18.12469 11.04356 8.27150
H: 11.68366 10.44512 16.38920
H: 13.99998 11.98532 11.31158
H: 22.60657 11.19668 13.49439
H: 13.35233 15.46470 12.53086
H: 7.80359 14.57184 9.04736
H: 20.94266 11.20086 15.31289
H: 13.06089 11.64338 17.43128
H: 14.16656 11.85318 6.85747
H: 13.63697 14.46733 14.29336
H: 7.08103 12.73182 12.23699
H: 8.68157 12.31549 11.70475
H: 8.83539 13.21695 9.58338
H: 10.04056 6.91997 14.70789
H: 16.63211 11.52221 12.55860

Forces on atoms 1 to 6 (eV/Å):
-0.077 -0.189 0.032
-0.128 -0.034 -0.082
1.044 0.363 0.668
0.079 0.796 2.448
-2.144 0.562 -0.709
0.066 0.953 -0.914

The calculation puts the HOMO energy (alpha / beta) at -7.69 / -7.57 eV. The value obtained for the total energy is -5046.54173 a.u. The gap between HOMO and LUMO (alpha / beta) comes out at 0.2979 / 0.2027 Eh. Its net charge is 0. As for the spin multiplicity: 3. As for the expectation value of S²: 2.018. For the LUMO energy (alpha / beta), the calculation gives 0.4 / -2.1 eV.



[2]
Density functional theory data (ωB97M-V/def2-TZVPD) for the molecule C19H23I2O5P.

CARTESIAN COORDINATES (ANGSTROEM)
I: 1.02538 -4.13873 -2.31383
I: 0.89309 -1.93401 1.27600
P: -1.20999 3.57082 0.23118
O: 5.19530 0.93800 -1.24288
O: -2.25645 1.23391 -1.25524
O: 1.02366 -0.90409 -2.92375
O: -3.42400 -0.35037 -0.08706
O: -3.92116 -1.19777 2.20769
C: 1.55323 0.69460 -1.17745
C: 2.82758 1.27807 -0.72446
C: 2.88792 2.55226 -0.02586
C: -3.27913 0.26714 -1.37957
C: 4.12575 0.44613 -0.99597
C: 1.66450 -0.67829 -1.93033
C: 0.33612 2.62480 -0.20777
C: -0.76424 5.06822 1.31260
C: 2.71874 -1.64940 -1.31310
C: 0.25805 1.36320 -0.93804
C: 3.89204 -1.10055 -0.89296
C: 2.54493 -3.18454 -1.11464
C: -4.23035 -2.21992 1.24115
C: 1.62026 3.22356 0.22275
C: -0.98691 0.62317 -1.45763
C: -2.10450 2.44174 1.47043
C: -4.15707 -1.58534 -0.22867
C: 2.18592 -3.48082 0.41404
C: 3.49300 -3.49650 1.33098
H: 4.39111 -3.87548 0.78598
H: 0.00976 4.73509 2.05837
H: 3.65837 -2.42701 1.63705
H: -4.23611 0.81969 -1.57559
H: 1.60498 -4.43385 0.51476
H: 4.66216 -1.77074 -0.43410
H: -0.43299 5.94376 0.70823
H: 1.66749 4.20169 0.75016
H: -1.99040 1.36491 1.17224
H: -1.71593 5.30585 1.86587
H: -5.23985 -2.66679 1.44206
H: 3.25929 -4.06022 2.26581
H: -3.41922 -2.99212 1.35599
H: -3.64344 -2.27735 -0.95621
H: -3.02705 -0.48631 -2.17253
H: -3.17573 2.76031 1.47337
H: 3.85471 2.99628 0.31024
H: 3.52564 -3.66235 -1.38476
H: -5.18448 -1.30705 -0.59185
H: -1.65854 2.52509 2.49868
H: -2.95533 -1.17613 2.30802
H: -0.85597 0.47214 -2.56904
H: -1.01017 -0.39467 -0.96035

Forces on atoms 1 to 6 (eV/Å):
0.321 0.206 0.036
-0.030 -0.576 -0.339
-0.958 0.056 -0.318
-0.259 -0.218 0.302
-0.111 -0.419 -0.264
0.316 -0.314 0.396

The calculation puts the HOMO energy at -7.77 eV. The value obtained for the total energy is -2050.59320 a.u. The gap between HOMO and LUMO comes out at 0.2534 Eh. Its net charge is 0. As for the SMILES: C[C@@H](I)[C@@H](I)C1=CC(=O)c2ccc(P(C)C)c(COCOCCO)c2C1=O. For the LUMO energy, the calculation gives -0.9 eV.



[3]
Density functional theory data (ωB97M-V/def2-TZVPD) for a cluster of 2 separate species, C4H9OPS in total.

CARTESIAN COORDINATES (ANGSTROEM)
S: -1.03004 1.01857 -0.29377
P: -0.82541 -1.03041 0.45784
O: -3.23236 2.12248 2.04509
C: 1.18121 -0.57214 -1.29384
C: 0.33199 0.32830 0.69735
C: 1.64758 0.12602 -0.02008
C: 0.21713 -1.70430 -0.96505
H: 1.90170 -1.02943 -1.89205
H: -3.72562 1.51625 1.50758
H: 0.37338 0.79593 1.66585
H: 0.61134 0.05942 -1.90821
H: 0.89850 -2.33676 -0.32029
H: 2.32263 -0.39901 0.69784
H: -0.37707 -2.21942 -1.73194
H: 2.09500 1.07111 -0.25882
H: -2.38993 2.25339 1.61250

Forces on atoms 1 to 6 (eV/Å):
-0.354 -0.636 0.409
-0.597 0.477 -0.899
-0.124 0.602 0.923
-0.353 -1.261 0.077
0.210 0.636 0.507
-0.748 -0.429 0.109

The calculation puts the HOMO energy at -8.94 eV. The value obtained for the total energy is -972.57024 a.u. The gap between HOMO and LUMO comes out at 0.3453 Eh. Its net charge is 0. As for the energy above the lowest of the compared OMol25 structures with the same formula, charge and spin: 141.76 kJ/mol. As for the SMILES: C1C[C@H]2SP2C1.O. For the LUMO energy, the calculation gives 0.5 eV.